(1)
Molecular formula: C34H73BN3O14P4
Method: DFT, ωB97M-V with the def2-TZVPD basis set

The geometry in XYZ format:
```
129
C34H73BN3O14P4, DFT ωB97M-V with the def2-TZVPD basis set
P 6.28 0.69 5.74
P -0.84 3.25 1.75
P -2.41 0.17 0.01
P -8.12 3.20 -0.38
O -7.65 2.99 -1.96
O 5.53 0.05 7.08
O -1.54 -3.85 1.03
O 6.87 1.93 6.77
O 0.51 -3.89 -2.23
O 3.01 -2.44 -2.01
O -9.03 4.58 -0.54
O -3.98 -3.41 0.39
O -9.55 2.33 -0.72
O 0.83 2.57 -0.52
O 7.76 -0.07 5.87
O -6.84 3.93 0.07
O 0.32 1.94 1.64
O 5.68 -0.32 4.76
N -3.65 -0.03 -1.01
N 3.07 0.28 -0.66
N 0.53 -2.66 -1.68
C 4.01 -2.69 -5.74
C 3.04 -1.58 -6.40
C 4.39 -2.35 -4.19
C 3.15 -1.79 -3.35
C 0.19 -3.83 -3.66
C 7.62 1.62 7.94
C -8.30 6.78 0.10
C 9.20 0.62 4.05
C -0.22 4.63 2.88
C 3.46 -0.88 1.64
C 9.02 2.19 7.79
C -10.29 2.56 -1.92
C 1.77 -1.90 -1.53
C 1.85 -0.50 -0.86
C 5.47 -1.13 -4.28
C -1.81 -4.37 -5.23
C -0.77 -5.02 -4.18
C -6.35 2.51 -2.27
C 4.13 -0.19 7.03
C -3.21 -3.95 -4.56
C -0.81 -0.66 -0.56
C 3.88 -1.69 7.02
C -3.75 2.77 1.87
C 4.06 -0.39 0.24
C 0.51 0.17 -0.36
C 3.43 -4.19 -5.90
C -0.74 -2.08 -1.22
C -9.04 5.52 0.53
C -2.36 2.53 2.68
C 8.45 -0.52 4.72
C -6.26 1.00 -2.14
C 0.57 1.62 0.28
C -10.27 1.30 -2.77
C -2.11 -2.91 -1.38
B -2.58 -3.43 0.12
H 9.71 0.28 3.15
H 4.88 -3.30 -3.76
H 2.77 -1.80 1.53
H -4.23 1.74 1.65
H -2.90 -2.27 -1.89
H -4.44 3.43 2.50
H -0.20 5.67 2.39
H -0.19 -5.86 -4.71
H 4.38 -2.17 6.18
H 2.34 -4.09 -6.26
H 7.67 0.55 8.14
H -1.99 -3.86 -2.01
H 0.80 4.44 3.35
H 4.94 -0.12 -4.47
H -3.43 -4.53 -3.59
H -6.55 0.68 -1.14
H 4.99 -2.66 -6.36
H 3.33 -0.52 -6.09
H -8.79 7.23 -0.78
H -9.90 3.41 -2.49
H 6.09 -1.05 -3.33
H 3.68 0.29 6.15
H -3.47 3.29 0.89
H 3.49 -4.68 -4.86
H 7.12 2.08 8.79
H -2.82 -0.34 1.30
H -10.58 1.52 -3.79
H -0.27 -2.78 -3.86
H 9.70 1.75 8.52
H 4.56 -1.27 -0.30
H -5.58 2.99 -1.66
H 9.96 1.04 4.73
H -3.27 -2.81 -4.39
H -8.60 5.10 1.43
H -10.95 0.56 -2.36
H 9.17 -1.27 5.05
H -11.31 2.80 -1.64
H -1.06 -3.05 1.35
H 2.81 -1.91 6.96
H 9.01 3.27 7.94
H -1.32 -3.41 -5.64
H 3.68 0.26 7.92
H -4.45 -0.49 -0.54
H -2.41 3.02 3.72
H -2.14 1.58 0.03
H 4.86 0.40 0.49
H 1.14 -3.86 -4.31
H 2.98 -0.03 2.25
H 3.50 0.59 -1.55
H 2.13 -1.93 -3.86
H -4.07 -3.82 1.30
H -1.99 -5.07 -6.13
H 1.97 -1.80 -6.02
H -9.28 0.85 -2.78
H 8.52 1.44 3.79
H -6.14 2.80 -3.31
H -2.11 1.42 2.84
H -4.06 -4.18 -5.32
H -8.28 7.52 0.90
H 6.16 -1.27 -5.19
H 4.29 -2.15 7.93
H 4.34 -1.26 2.30
H 3.01 -1.66 -7.55
H 4.07 -4.80 -6.63
H -1.38 -5.50 -3.34
H -7.28 6.55 -0.20
H -5.25 0.66 -2.35
H 7.79 -1.01 4.00
H -10.08 5.76 0.75
H 3.28 -0.65 -3.23
H -0.96 4.74 3.77
H -6.95 0.52 -2.84
H 9.42 2.02 6.79
```

Properties
LUMO ... -4.43 eV
HOMO ... -0.3976 hartree
Charge ... +1

---

(2)
Molecular formula: C27H27MgN6O2PS2Se
Method: DFT, ωB97M-V with the def2-TZVPD basis set

The geometry in XYZ format:
```
67
C27H27MgN6O2PS2Se, DFT ωB97M-V with the def2-TZVPD basis set
Se -0.56 -2.47 -0.61
S 0.32 -0.07 -2.93
S -1.84 0.54 -0.34
P -1.46 0.38 -2.28
Mg 0.75 0.38 0.33
O -2.02 1.76 -2.92
O -2.46 -0.74 -2.93
N 2.68 0.93 -0.55
N 0.01 0.36 2.35
N 0.23 -4.03 -0.72
N 1.12 2.24 0.93
N 0.82 -1.69 0.19
N 1.98 3.04 0.32
C -1.65 3.36 3.82
C -1.04 4.38 3.08
C 3.92 -3.40 0.98
C -0.09 -2.36 4.85
C 3.56 0.26 -1.33
C -1.30 -2.97 4.58
C -4.63 -1.13 -3.85
C 0.32 -1.25 4.13
C 3.87 2.96 -1.13
C 3.04 -2.38 0.93
C -1.83 2.02 -4.31
C 3.60 -4.70 0.46
C -2.11 -2.45 3.57
C -0.39 1.64 2.63
C 2.40 -4.97 -0.10
C -2.92 2.96 -4.76
C -1.70 -1.33 2.85
C -0.47 -0.71 3.11
C 4.75 2.24 -1.89
C -1.33 2.02 3.61
C 1.44 -3.91 -0.19
C 1.77 -2.61 0.32
C 0.22 2.71 1.86
C 4.60 0.84 -2.00
C 2.81 2.30 -0.45
C -0.10 4.05 2.11
C -3.86 -0.68 -2.63
H 4.34 -5.49 0.52
H -4.31 -2.12 -4.15
H -4.45 -0.44 -4.68
H -5.70 -1.15 -3.63
H 3.94 4.04 -1.02
H -3.06 -2.92 3.34
H -2.33 -0.93 2.07
H -1.62 -3.84 5.14
H 3.27 -1.40 1.33
H -2.38 3.62 4.57
H -4.06 -1.33 -1.78
H 3.39 -0.81 -1.41
H -2.89 3.88 -4.17
H -3.90 2.50 -4.61
H 0.39 4.80 1.51
H 1.28 -0.77 4.34
H 2.14 -5.95 -0.47
H -2.80 3.21 -5.81
H 0.55 -2.76 5.63
H 5.26 0.24 -2.61
H 4.90 -3.24 1.42
H -1.86 1.09 -4.88
H -1.81 1.25 4.19
H -1.31 5.41 3.26
H 5.56 2.75 -2.40
H -4.15 0.34 -2.34
H -0.84 2.47 -4.45
```

Properties
Expectation value of S² ... 0.78
ΔE to the lowest compared entry with this formula, charge and spin ... 54.1 kJ/mol
LUMO (alpha / beta) ... 1.37 / 1.37 eV
Multiplicity ... 2
HOMO (alpha / beta) ... -0.1064 / -0.1341 hartree
Charge ... -1

---

(3)
Molecular formula: C21H41BBeBr2ClFLiMgN3NaNbO10PS
Method: DFT, ωB97M-V with the def2-TZVPD basis set

The geometry in XYZ format:
```
87
C21H41BBeBr2ClFLiMgN3NaNbO10PS, DFT ωB97M-V with the def2-TZVPD basis set
Nb 2.64 -0.94 -1.76
Br 2.44 1.79 -4.19
Br 2.81 1.94 0.73
Cl -3.49 -0.17 1.96
S 6.07 -2.51 -1.24
P 5.20 -0.90 -1.91
Mg 2.81 -5.62 -3.89
Na 4.01 -0.11 1.08
F -1.39 2.76 -4.06
O 5.96 0.48 -1.16
O -3.41 -4.14 -2.50
O -1.65 6.62 0.36
O 5.62 -0.81 -3.64
O -2.04 -7.59 -1.84
O 0.22 0.84 4.72
O 2.13 -4.20 -2.36
O -1.20 -4.17 -1.91
O 0.49 -0.93 -1.66
O -0.91 4.61 -0.13
N -1.24 5.50 0.68
N 0.22 -1.10 5.85
N 3.23 -3.83 -0.06
C -1.63 -0.55 -3.16
C -2.81 0.04 -0.72
C -1.14 5.19 2.11
C -1.60 0.25 -4.63
C -1.85 -5.19 -3.92
C 2.58 1.29 -2.21
C 2.56 4.01 -1.59
C -0.98 4.59 4.83
C -0.58 3.64 3.88
C -0.66 0.92 6.94
C -2.82 -1.59 -0.53
C -2.00 0.59 -2.04
C -2.19 -4.42 -2.66
C -0.66 3.94 2.52
C -1.53 6.15 3.06
C -1.45 5.84 4.42
C -2.03 0.65 0.62
C -0.02 -1.99 6.97
C -0.04 0.23 5.75
C 2.64 2.41 -1.23
C -0.08 -1.17 -2.99
B 2.67 -3.23 -1.34
Be 0.11 1.29 -6.28
Li -3.79 -0.26 -3.00
H -1.76 6.58 5.16
H -1.64 0.47 7.16
H 5.52 -1.73 -4.01
H 2.63 -1.38 -3.53
H -1.04 1.23 -1.76
H -3.47 -1.82 0.44
H -2.69 0.58 -4.91
H -1.77 -2.07 -0.33
H -1.95 -0.24 1.41
H -1.23 -0.56 -5.42
H -1.40 -6.15 -3.67
H -2.54 -7.05 -1.26
H -1.15 -4.62 -4.53
H -0.22 2.67 4.21
H -3.41 -2.07 -1.43
H 6.21 0.25 -0.22
H 1.52 4.42 -1.19
H 1.31 -4.58 -1.88
H -0.81 1.98 6.71
H 2.75 4.27 -2.72
H -1.89 7.13 2.75
H 0.00 0.84 7.80
H -0.03 -2.32 -3.20
H 3.41 4.55 -0.97
H -0.35 3.19 1.80
H 2.63 -0.73 0.03
H -2.75 -5.38 -4.52
H -0.93 4.35 5.89
H 2.45 -4.17 0.56
H 0.61 -0.59 -3.77
H 3.84 -3.17 0.46
H -2.43 -1.40 -3.29
H -0.85 1.17 -4.60
H -0.94 1.00 0.41
H -3.89 0.53 -0.72
H -0.47 -1.47 7.82
H -2.73 1.36 -2.58
H -2.69 1.48 1.17
H 0.94 -2.42 7.26
H 0.64 -1.49 5.01
H -0.68 -2.79 6.63
```

Properties
LUMO ... -7.04 eV
HOMO ... -0.3226 hartree
Charge ... +1

---

(4)
Molecular formula: C3HN
Method: DFT, ωB97M-V with the def2-TZVPD basis set

The geometry in XYZ format:
```
5
C3HN, DFT ωB97M-V with the def2-TZVPD basis set
N -2.38 -0.01 -0.46
C 0.14 0.07 -0.15
C 1.25 -0.02 0.30
C -1.23 0.07 -0.41
H 2.23 -0.11 0.72
```

Properties
SMILES string ... C#CC#N
ΔE to the lowest compared entry with this formula, charge and spin ... 0.4 kJ/mol
LUMO ... 0.49 eV
HOMO ... -0.4115 hartree

---

(5)
Molecular formula: C3H3NO2S
Method: DFT, ωB97M-V with the def2-TZVPD basis set

The geometry in XYZ format:
```
10
C3H3NO2S, DFT ωB97M-V with the def2-TZVPD basis set
S 2.44 -0.10 0.17
O 1.46 1.10 0.50
O -0.15 -2.51 0.59
N 1.46 -0.91 -0.80
C -0.15 -1.39 0.24
C 0.10 1.02 0.51
C -0.67 -0.11 0.42
H 1.91 -1.55 -1.43
H -0.31 2.01 0.40
H -1.76 0.16 0.39
```

Properties
ΔE to the lowest compared entry with this formula, charge and spin ... 452.8 kJ/mol
LUMO (alpha / beta) ... -0.16 / -0.16 eV
HOMO (alpha / beta) ... -0.2704 / -0.2705 hartree

---

(6)
Molecular formula: C15H15Cl15N2
Method: DFT, ωB97M-V with the def2-TZVPD basis set

The geometry in XYZ format:
```
47
C15H15Cl15N2, DFT ωB97M-V with the def2-TZVPD basis set
Cl -0.74 0.29 3.05
Cl 0.40 -0.77 -4.73
Cl -2.16 -2.11 2.71
Cl -1.67 0.29 -5.26
Cl -1.31 -2.22 0.04
Cl -1.95 -4.63 1.31
Cl 1.86 3.61 0.32
Cl 1.76 1.27 1.89
Cl 1.22 -0.44 -1.94
Cl 1.87 0.90 -0.93
Cl -2.34 2.31 -3.33
Cl -0.11 -2.85 -3.08
Cl -0.80 2.12 5.41
Cl 1.63 1.51 4.06
Cl -1.67 3.08 -6.18
N -1.20 -0.09 -1.27
N 1.91 -3.27 2.07
C -0.88 -0.10 0.04
C 0.97 -0.75 1.24
C 1.62 -2.98 0.78
C 1.20 -1.06 2.60
C -1.19 -3.06 1.59
C 1.22 -1.77 0.36
C -0.43 2.22 -0.04
C -2.43 1.86 -5.12
C 2.41 1.95 0.38
C -1.10 1.05 -1.99
C -0.10 -1.06 -3.07
C 1.70 -2.28 3.00
C -0.75 2.25 -1.41
C -0.61 1.08 0.76
C -0.04 1.75 3.84
H 3.50 2.00 0.49
H 1.89 -2.53 4.03
H 0.09 3.11 0.28
H -0.25 1.01 1.77
H -0.94 -1.04 0.56
H -0.54 3.17 -1.93
H 0.54 0.18 0.93
H -3.49 1.86 -5.36
H -0.19 -3.08 2.01
H -0.20 2.62 3.20
H 0.86 -0.36 3.36
H -1.12 -0.80 -2.77
H -1.32 1.15 -3.04
H 1.83 -3.77 0.07
H 1.04 -1.63 -0.70
```

Properties
ΔE to the lowest compared entry with this formula, charge and spin ... 3066.0 kJ/mol
LUMO ... -0.24 eV
HOMO ... -0.3070 hartree